1.
This record from OMol25 describes an isolated molecule of C6H12N2Si in a non-equilibrium geometry. The level of theory is ωB97M-V with the def2-TZVPD basis set.

Results
Molecular weight: 140.3 g mol⁻¹
HOMO level: -7.224 eV
LUMO: 0.72 eV
E_tot: -634.6681 a.u.
Orbital gap: 0.292 Ha

```
21
C6H12N2Si, DFT ωB97M-V with the def2-TZVPD basis set
C -0.10530 0.38053 -0.64567
C 0.99969 -0.23721 0.14964
C -2.31324 1.05135 0.12009
C 0.03591 0.64284 -2.14846
C 2.12281 -0.80187 -0.74370
C 2.08507 -0.69841 2.20728
N -1.18049 0.73736 -0.13056
N 1.11468 -0.13944 1.38824
Si -4.06567 0.51082 0.54678
H -0.64479 -0.00368 -2.72957
H -0.22302 1.68217 -2.29757
H 0.99091 0.55287 -2.65749
H 1.73295 -1.19263 -1.66184
H 2.87422 -0.06426 -1.08546
H 2.80639 -1.38719 -0.19556
H 2.88676 -0.04027 2.48960
H 1.75251 -0.83230 3.16022
H 2.57878 -1.67629 1.94129
H -4.57785 -0.86550 0.14242
H -5.09551 1.59867 0.23062
H -3.77481 0.78246 1.91970
```



2.
This record from OMol25 describes a 2-piece molecular cluster, C4H12NO overall. The level of theory is ωB97M-V with the def2-TZVPD basis set.

Results
Molecular weight: 90.1 g mol⁻¹
Charge: +1
HOMO level: -14.610 eV
LUMO: -3.23 eV
E_tot: -289.3274 a.u.
Orbital gap: 0.418 Ha

```
18
C4H12NO, DFT ωB97M-V with the def2-TZVPD basis set
C 1.55875 -2.40829 -1.02384
C 0.90386 -1.33886 -0.21940
C -0.35191 -1.40565 0.17261
N -0.94426 -0.32965 0.98996
H 0.86070 -3.20109 -1.29520
H 1.97514 -1.98962 -1.94044
H 2.39136 -2.84133 -0.46569
H 1.50973 -0.48004 0.06052
H -1.02272 -2.22410 -0.03748
H -0.42220 0.58365 0.86024
H -1.91785 -0.16518 0.72675
H -0.94104 -0.56325 1.98722
C -0.94732 2.88023 0.03558
O 0.19107 2.12815 0.51183
H -1.36258 2.43910 -0.86834
H -1.68587 2.86458 0.82887
H -0.66760 3.91119 -0.15352
H 0.87276 2.14017 -0.16965
```



3.
This record from OMol25 describes a 3-piece molecular cluster, C2H9NO overall in a non-equilibrium geometry. The level of theory is ωB97M-V with the def2-TZVPD basis set.

Results
Molecular weight: 63.1 g mol⁻¹
SMILES string: [H][H].C1CO1.N
HOMO level: -9.883 eV
LUMO: 1.09 eV
E_tot: -211.4899 a.u.
Orbital gap: 0.403 Ha

```
13
C2H9NO, DFT ωB97M-V with the def2-TZVPD basis set
H -1.60411 6.15042 -1.56967
H -1.54257 5.48287 -1.91202
C 0.66692 -0.62198 1.14405
C 0.35032 -1.61220 2.19715
O 0.04307 -1.90349 0.85723
H -0.01954 0.20130 1.04558
H 1.71650 -0.63310 0.89829
H -0.51851 -1.37551 2.78743
H 1.16051 -2.15914 2.66066
N -0.35002 -0.85408 -1.95001
H 0.17228 -0.87124 -1.07605
H 0.02848 -0.14302 -2.57854
H -0.10332 -1.66083 -2.50410
```



4.
This record from OMol25 describes C26H70F3FeN8O12 as an isolated structure in a non-equilibrium geometry. The level of theory is ωB97M-V with the def2-TZVPD basis set.

Results
Molecular weight: 799.7 g mol⁻¹
Spin multiplicity: 6
Charge: +2
HOMO level (spin up / spin down): -13.377 / -13.377 eV
LUMO (spin up / spin down): -6.26 / -11.15 eV
E_tot: -3936.1775 a.u.
Orbital gap (spin up / spin down): 0.262 / 0.082 Ha

```
120
C26H70F3FeN8O12, DFT ωB97M-V with the def2-TZVPD basis set
Fe -1.65648 -1.38342 -21.25842
C -2.85893 -0.29620 -18.19995
O -2.60480 -1.52022 -17.65487
O -2.56803 -0.46003 -19.59423
C -4.27889 0.17061 -17.65282
F -4.23975 0.39956 -16.34792
F -4.60869 1.31123 -18.25428
F -5.17472 -0.72303 -17.85994
C -1.98178 -1.68097 -16.38333
C -1.77329 -3.17460 -16.36356
H -2.57885 -3.70800 -15.85891
H -1.52470 -3.68424 -17.29445
H -0.90303 -3.22543 -15.70923
H -2.54882 -1.33648 -15.51852
H -0.99898 -1.20958 -16.38415
H -2.14228 0.39889 -17.76253
C -4.50244 -0.15975 -22.31349
O -3.50923 -0.85811 -22.25375
N -5.01327 0.41760 -21.33523
N -5.02532 0.11795 -23.48110
H -4.45485 0.40069 -20.49381
H -5.84672 0.98480 -21.39659
H -4.86233 -0.43487 -24.31052
H -5.85550 0.68818 -23.40529
C 1.45100 -5.35658 -17.59810
O 2.00905 -6.35780 -17.17161
N 0.39176 -5.32040 -18.33593
N 2.01993 -4.13196 -17.56825
H -0.07620 -4.49623 -18.68502
H 0.00927 -6.24854 -18.44709
H 2.84925 -3.92008 -17.03214
H 1.75153 -3.45972 -18.27264
C -3.91333 -6.33723 -16.87957
O -4.80468 -5.54580 -16.65993
N -3.20397 -7.03387 -16.03033
N -3.71052 -6.83442 -18.06745
H -2.32150 -7.45083 -16.29012
H -3.51564 -6.63586 -15.15595
H -4.47242 -6.71103 -18.71891
H -3.00056 -7.55178 -18.10553
C -3.53892 -3.82706 -20.45966
O -2.65560 -2.98683 -20.86350
N -4.20576 -3.75153 -19.36920
N -3.83143 -4.85951 -21.18119
H -4.80782 -4.51454 -19.09455
H -3.90864 -3.02079 -18.73847
H -3.47847 -4.87250 -22.12742
H -4.32915 -5.60453 -20.71502
C 0.61799 3.21136 -14.93693
C -0.82096 2.87537 -14.39957
C -1.24826 1.48295 -14.02230
O -1.07615 3.60170 -13.23507
H 1.43701 3.04439 -14.23734
H 0.81144 4.16457 -15.42892
H 0.75782 2.57994 -15.81434
H -1.44026 3.29105 -15.19442
H -2.29127 1.45997 -13.70651
H -0.60584 1.00225 -13.28451
H -1.30102 0.88058 -14.92919
H -1.52882 3.01940 -12.62057
C -4.02093 4.35249 -14.91473
C -5.57728 4.41851 -14.91290
C -6.18489 3.07589 -15.50560
O -6.12949 4.51733 -13.60782
H -3.78377 3.46752 -14.32426
H -3.55036 5.19978 -14.41596
H -3.49848 4.11091 -15.84035
H -5.92555 5.26072 -15.51079
H -7.23415 2.78449 -15.45823
H -5.77579 2.26340 -14.90510
H -5.68620 2.92582 -16.46314
H -5.63889 5.16749 -13.09968
C -5.37920 -0.77840 -13.52316
C -6.89723 -1.09830 -13.76154
C -7.36327 -1.20125 -15.24875
O -7.27703 -2.27007 -12.99277
H -5.03699 -0.91493 -12.49731
H -5.39700 0.28016 -13.78246
H -4.67945 -1.20161 -14.24382
H -7.42978 -0.26806 -13.29764
H -8.36601 -1.62805 -15.26986
H -6.76806 -1.82632 -15.91444
H -7.41112 -0.19706 -15.66995
H -8.21003 -2.17963 -12.78558
C 0.54405 -1.98925 -13.80205
C 1.11446 -1.80319 -12.42186
C 1.78610 -3.08149 -11.94150
O 1.87961 -0.54982 -12.48140
H 1.38275 -2.08040 -14.49224
H -0.10093 -1.19862 -14.18546
H 0.11074 -2.98817 -13.85219
H 0.31558 -1.72477 -11.68447
H 2.37997 -2.99387 -11.03170
H 2.38108 -3.53527 -12.73407
H 0.98076 -3.75161 -11.64072
H 2.67732 -0.68135 -12.99902
C -8.87922 -0.86079 -20.91722
C -8.18958 -1.22135 -19.60894
C -7.18317 -2.47474 -19.66542
O -7.44911 -0.12183 -19.17717
H -9.05548 -1.76925 -21.49318
H -8.30699 -0.32466 -21.67434
H -9.80056 -0.29797 -20.76724
H -8.93822 -1.52496 -18.87718
H -7.55077 -3.40917 -20.08948
H -6.68098 -2.69245 -18.72280
H -6.32557 -2.23117 -20.29255
H -6.65461 -0.34990 -18.68895
C -2.24460 3.65865 -18.84468
C -3.19799 4.77490 -19.25647
C -4.68045 4.33293 -19.19418
O -3.06791 5.87981 -18.31682
H -1.23872 4.06691 -18.94276
H -2.29390 2.89016 -19.61611
H -2.36884 3.27085 -17.83361
H -2.85864 5.05108 -20.25481
H -5.29479 5.02105 -19.77484
H -5.03512 4.28169 -18.16476
H -4.81109 3.31365 -19.55762
H -2.12643 6.04143 -18.22137
```